1.
Here is a single C2H2Cl3P molecule at a distorted geometry from the Open Molecules 2025 dataset. Energies are from ωB97M-V with the def2-TZVPD basis set.

ORCA input file:
```
! wB97M-V def2-TZVPD RIJCOSX def2/J DEFGRID3
* xyz 0 1
C -0.537 0.240 -0.225
C -1.552 -0.497 0.269
Cl -2.317 -1.788 -0.672
P -2.427 -0.470 1.836
Cl -2.461 -2.416 2.204
Cl -1.032 0.064 3.214
H 0.224 0.884 0.280
H -0.299 0.226 -1.356
*
```

The value obtained for the energy relative to the best compared isomer or geometry (same formula, charge and spin) is 15.7 kcal per mole. The frontier orbital gap is 9.76 eV. The LUMO energy comes out at 0.0052 Eh.



2.
Here is a molecular structure, C15H31CaNO3P2 at a distorted geometry from the Open Molecules 2025 dataset. Energies are from ωB97M-V with the def2-TZVPD basis set.

ORCA input file:
```
! wB97M-V def2-TZVPD RIJCOSX def2/J DEFGRID3
* xyz 0 1
P 0.049 2.117 -1.133
P 1.539 -0.711 -1.889
C 1.307 2.058 -2.518
C 1.467 0.672 -3.128
H 2.262 2.433 -2.125
H 1.008 2.749 -3.316
H 0.651 0.413 -3.814
H 2.398 0.625 -3.710
C 3.323 -0.729 -1.485
H 3.547 -1.604 -0.851
H 3.616 0.184 -0.942
H 3.898 -0.800 -2.423
C 1.382 -2.156 -2.959
H 2.178 -2.127 -3.722
H 0.394 -2.135 -3.438
H 1.470 -3.070 -2.353
C 0.392 3.791 -0.525
H -0.307 4.013 0.284
H 0.272 4.504 -1.354
H 1.414 3.819 -0.135
C -1.465 2.354 -2.132
H -1.673 1.441 -2.708
H -1.317 3.216 -2.807
H -2.300 2.544 -1.447
Ca 0.371 -0.030 0.584
C 3.012 1.247 -5.894
C 4.045 1.457 -5.065
C 4.909 2.679 -5.088
C 4.159 4.018 -5.282
C 2.800 4.089 -4.624
C 1.654 3.792 -5.226
C 1.520 3.225 -6.609
C 2.587 2.180 -7.004
C -1.388 1.436 1.257
H 2.464 0.294 -5.907
H 4.445 0.646 -4.451
H 5.658 2.590 -5.888
H 5.479 2.741 -4.152
H 4.781 4.819 -4.847
H 4.076 4.247 -6.355
H 2.835 4.548 -3.620
H 0.697 4.135 -4.809
H 1.549 4.039 -7.349
H 0.529 2.766 -6.721
H 2.156 1.551 -7.803
H 3.461 2.681 -7.446
H -2.233 0.745 1.071
H -1.722 2.446 1.007
H -1.196 1.405 2.350
O -0.190 -1.072 2.851
N -1.043 -1.891 2.339
O -1.704 -2.682 3.017
O -1.166 -1.805 1.030
*
```

The value obtained for the energy relative to the best compared isomer or geometry (same formula, charge and spin) is 0.0 kcal per mole. The frontier orbital gap is 6.34 eV. The LUMO energy comes out at -0.0079 Eh.



3.
Here is a single CH5IN2O2S molecule at a distorted geometry from the Open Molecules 2025 dataset. Energies are from ωB97M-V with the def2-TZVPD basis set.

ORCA input file:
```
! wB97M-V def2-TZVPD RIJCOSX def2/J DEFGRID3
* xyz 0 1
C 0.240 -2.035 0.182
N 0.843 -1.068 -0.681
N -0.959 2.888 1.397
O 1.063 1.482 -1.031
O -1.092 0.283 -0.531
S 0.506 0.485 -0.102
I -1.829 2.237 -0.063
H -0.510 -2.663 -0.301
H 1.048 -2.637 0.505
H -0.254 -1.420 0.995
H 1.450 -1.325 -1.436
H -0.506 3.772 1.065
*
```

The value obtained for the energy relative to the best compared isomer or geometry (same formula, charge and spin) is 85.4 kcal per mole. The frontier orbital gap (spin up / spin down) is 7.80 / 7.80 eV. The LUMO energy (spin up / spin down) comes out at -0.0401 / -0.0401 Eh.



4.
Here is 8 unconnected molecules or ions with the total composition C26H36Cl21N4 at a distorted geometry from the Open Molecules 2025 dataset. Energies are from ωB97M-V with the def2-TZVPD basis set.

ORCA input file:
```
! wB97M-V def2-TZVPD RIJCOSX def2/J DEFGRID3
* xyz 1 1
C 3.243 2.539 -0.083
C 3.357 0.977 0.180
C 3.242 0.531 1.673
C 3.565 0.112 -0.939
C 2.303 -0.549 -1.628
C 1.236 -0.802 -0.491
C 0.097 -1.837 -0.892
C -0.531 -2.345 0.499
C -1.021 -1.203 -1.797
C -2.150 -2.236 -2.229
N -3.468 -1.818 -1.659
C -4.241 -0.717 -2.269
C -4.169 0.633 -1.492
C -4.272 1.865 -2.298
C -4.262 3.187 -1.690
C -4.137 3.351 -0.238
C -4.025 2.122 0.570
C -4.045 0.787 -0.051
C -3.957 -2.468 -0.622
N -5.190 -2.162 -0.005
C -5.364 -3.010 1.050
N -4.287 -3.875 1.089
N -3.456 -3.535 0.097
H 2.428 2.662 -0.838
H 4.238 2.936 -0.411
H 2.945 3.031 0.881
H 2.268 0.908 2.124
H 3.202 -0.589 1.797
H 4.062 0.951 2.310
H 4.614 -0.079 -1.294
H 1.926 0.114 -2.458
H 2.586 -1.536 -2.092
H 0.748 0.162 -0.165
H 1.791 -1.296 0.355
H 0.516 -2.721 -1.446
H -1.577 -1.952 0.561
H 0.023 -1.888 1.369
H -0.439 -3.452 0.621
H -0.550 -0.812 -2.744
H -1.550 -0.349 -1.288
H -1.909 -3.304 -1.980
H -2.283 -2.201 -3.347
H -3.878 -0.539 -3.309
H -5.321 -1.042 -2.270
H -4.385 1.763 -3.405
H -4.376 4.079 -2.349
H -4.146 4.357 0.253
H -3.940 2.231 1.681
H -3.987 -0.102 0.613
H -6.251 -2.955 1.715
H -4.124 -4.643 1.736
H -2.577 -3.992 -0.143
C 7.439 3.613 -0.662
Cl 6.598 3.381 0.877
Cl 6.446 3.043 -2.009
Cl 7.873 5.311 -0.883
H 8.353 3.027 -0.641
C 6.849 0.134 -4.719
Cl 8.201 1.029 -4.017
Cl 5.653 -0.276 -3.480
Cl 6.095 1.063 -6.020
H 7.236 -0.789 -5.139
C -4.248 0.291 4.717
Cl -2.482 0.272 4.775
Cl -4.854 1.947 4.790
Cl -4.831 -0.521 3.255
H -4.624 -0.249 5.580
C -0.886 -4.609 3.682
Cl 0.873 -4.650 3.784
Cl -1.474 -2.940 3.704
Cl -1.444 -5.460 2.227
H -1.291 -5.123 4.548
C 3.936 1.671 5.566
Cl 3.437 0.036 5.114
Cl 4.781 2.457 4.225
Cl 2.542 2.631 6.068
H 4.621 1.599 6.405
C -0.374 -0.391 -6.133
Cl 0.437 0.671 -7.282
Cl 0.738 -0.892 -4.852
Cl -1.795 0.408 -5.440
H -0.706 -1.279 -6.663
C -0.363 3.002 3.167
Cl 1.402 2.988 3.232
Cl -0.973 4.659 3.241
Cl -0.943 2.193 1.704
H -0.741 2.460 4.028
*
```

The frontier orbital gap is 5.43 eV. The LUMO energy comes out at -0.0920 Eh.



Which formula does entry 3 have? CH5IN2O2S



Copy entry 3 word for word.
Here is a single CH5IN2O2S molecule at a distorted geometry from the Open Molecules 2025 dataset. Energies are from ωB97M-V with the def2-TZVPD basis set.

ORCA input file:
```
! wB97M-V def2-TZVPD RIJCOSX def2/J DEFGRID3
* xyz 0 1
C 0.240 -2.035 0.182
N 0.843 -1.068 -0.681
N -0.959 2.888 1.397
O 1.063 1.482 -1.031
O -1.092 0.283 -0.531
S 0.506 0.485 -0.102
I -1.829 2.237 -0.063
H -0.510 -2.663 -0.301
H 1.048 -2.637 0.505
H -0.254 -1.420 0.995
H 1.450 -1.325 -1.436
H -0.506 3.772 1.065
*
```

The value obtained for the energy relative to the best compared isomer or geometry (same formula, charge and spin) is 85.4 kcal per mole. The frontier orbital gap (spin up / spin down) is 7.80 / 7.80 eV. The LUMO energy (spin up / spin down) comes out at -0.0401 / -0.0401 Eh.